1.
This record from the Open Molecules 2025 dataset describes the ion C3H5N2O3 with charge +1. The level of theory is wB97M-V/def2-TZVPD.

## Properties
total charge: +1
ΔE to the lowest compared entry with this formula, charge and spin: 106.5 kcal/mol
HOMO level: -15.159 eV
structure (SMILES): O=CC/[NH+]=C/[N+](=O)[O-]

Last column: Mulliken charge in e.
Cartesian coordinates (Å):
C (0.548, 0.301, -1.036)  0.00
H (-2.069, 1.005, 2.146)  0.29
H (-1.571, -1.287, 0.649)  0.33
C (-0.996, 0.585, 1.846)  0.11
H (-1.844, 0.575, -0.101)  0.36
H (0.768, -1.149, 0.366)  0.40
H (0.015, 0.999, -1.649)  0.37
O (-0.063, 0.594, 2.522)  -0.32
O (2.323, -1.135, -0.973)  -0.54
O (2.164, 0.384, -2.597)  -0.44
C (-1.196, -0.201, 0.510)  -0.52
N (1.858, -0.208, -1.553)  1.01
N (0.063, -0.461, -0.130)  -0.06

Atoms 1-6, force components in eV/Å:
C 0.28 -2.81 0.58
H 1.93 -0.27 -0.34
H -0.48 2.17 0.14
C -5.39 -0.71 -0.57
H 1.06 -2.24 0.74
H -1.32 1.30 -1.43


2.
This record from the Open Molecules 2025 dataset describes the molecule C3H9NS2. The level of theory is wB97M-V/def2-TZVPD.

## Properties
total charge: 0
ΔE to the lowest compared entry with this formula, charge and spin: 63.9 kcal/mol
HOMO level: -8.813 eV
structure (SMILES): NCCCSS

Last column: Mulliken charge in e.
Cartesian coordinates (Å):
C (1.802, 0.242, -0.128)  -0.55
H (3.477, -2.238, -1.537)  0.25
H (3.667, -0.730, -1.559)  0.25
C (1.966, -1.280, -0.576)  -0.56
S (-2.664, 1.304, 0.382)  -0.26
H (-3.767, 1.202, 1.151)  0.15
S (-0.898, -0.407, 0.614)  -0.07
N (3.439, -1.452, -0.860)  -0.71
H (1.614, -1.950, 0.188)  0.36
H (1.838, 0.089, 0.945)  0.24
H (2.696, 0.829, -0.422)  0.46
H (1.426, -1.668, -1.466)  0.32
H (-0.150, 0.410, -1.249)  0.48
C (0.203, 0.582, -0.279)  -0.86
H (0.026, 1.628, -0.105)  0.50

Atoms 1-6, force components in eV/Å:
C -2.74 -3.16 0.87
H 0.26 -0.05 1.02
H -0.08 0.20 0.70
C 1.37 1.07 -1.43
S 1.81 -0.78 -0.53
H 0.47 -0.81 0.37


3.
This record from the Open Molecules 2025 dataset describes a structure of composition C15H14N5OPd. The level of theory is wB97M-V/def2-TZVPD.

## Properties
total charge: +1
HOMO level (alpha / beta): -10.795 / -12.517 eV
2S+1: 3

Last column: Löwdin spin population.
Cartesian coordinates (Å):
H (-0.926, -2.800, 1.812)  0.00
N (0.210, -4.603, -0.614)  0.00
H (-3.069, -1.681, -0.278)  0.00
H (3.872, 3.105, -0.205)  0.00
H (-0.656, -5.456, 1.168)  0.00
N (0.038, 1.666, -0.013)  0.39
C (-3.640, 2.076, -0.038)  0.00
N (0.002, -2.491, -0.112)  0.03
H (0.876, -3.084, -1.967)  0.00
C (-0.384, -4.567, 0.626)  0.00
H (5.818, 1.563, -0.101)  0.00
C (-4.747, 1.247, -0.127)  0.00
H (-5.396, -0.802, -0.286)  0.00
C (4.811, 1.182, 0.005)  0.00
C (0.426, -3.341, -1.022)  0.00
O (-1.238, 3.560, 0.207)  0.12
Pd (0.044, -0.320, -0.020)  1.17
C (-3.264, -0.618, -0.209)  0.00
H (0.442, -5.433, -1.135)  0.00
C (3.732, 2.042, -0.053)  0.00
H (1.316, 3.126, -0.786)  0.01
C (-1.161, 2.362, 0.074)  0.04
C (1.250, 2.435, 0.059)  0.04
H (5.408, -0.878, 0.257)  0.00
C (2.454, 1.527, 0.088)  0.00
C (3.287, -0.610, 0.325)  0.00
C (-0.510, -3.251, 0.928)  0.00
N (2.241, 0.223, 0.270)  0.07
H (1.231, 3.070, 0.950)  0.01
C (-2.387, 1.496, -0.040)  0.00
N (-2.198, 0.175, -0.125)  0.07
C (4.590, -0.174, 0.202)  0.00
H (-3.720, 3.152, 0.037)  0.00
H (3.056, -1.656, 0.481)  0.00
C (-4.558, -0.122, -0.213)  0.00
H (-5.745, 1.665, -0.126)  0.00

Atoms 1-6, force components in eV/Å:
H 0.01 0.02 0.00
N 0.00 -0.11 0.00
H 0.01 -0.01 0.00
H -0.01 -0.02 0.01
H 0.03 0.03 -0.05
N -0.26 -0.21 0.16


4.
This record from the Open Molecules 2025 dataset describes a structure of composition C4H9N2. The level of theory is wB97M-V/def2-TZVPD.

## Properties
total charge: +1
ΔE to the lowest compared entry with this formula, charge and spin: 107.1 kcal/mol
HOMO level: -14.012 eV

Last column: Mulliken charge in e.
Cartesian coordinates (Å):
N (1.019, -0.765, -1.024)  -0.20
C (1.270, -0.941, 0.442)  -0.57
C (0.265, 0.010, -0.096)  0.85
C (-2.312, -0.238, 0.550)  -0.13
H (-3.287, -0.771, 0.722)  0.28
N (-1.466, -0.755, -0.193)  -0.40
H (-2.338, 0.831, 1.026)  0.15
H (1.385, 1.851, 0.183)  0.38
H (-0.247, 1.845, 0.861)  0.35
C (0.350, 1.477, 0.028)  -1.26
H (0.988, -1.949, 1.040)  0.27
H (1.621, -0.346, -1.637)  0.28
H (2.234, -0.679, 0.710)  0.35
H (-0.089, 1.921, -0.929)  0.32
H (0.607, -1.491, -1.683)  0.33

Atoms 1-6, force components in eV/Å:
N -1.84 -3.30 -1.28
C -2.58 -3.00 0.93
C -3.73 -0.98 1.54
C -2.02 2.37 1.35
H 0.90 0.33 -0.58
N 4.54 0.18 0.17